ORCA calculation (ωB97M-V/def2-TZVPD) on a cluster of 13 separate species, C39H104O13 in total.

Positions of all 156 atoms, in Å:
C1 0.809 2.408 -7.534
C2 -0.059 2.398 -6.268
C3 0.660 2.955 -5.058
O1 -1.204 3.237 -6.490
H1 0.228 1.964 -8.344
H2 1.670 1.765 -7.341
H3 1.155 3.413 -7.771
H4 -0.367 1.356 -6.123
H5 1.548 2.345 -4.873
H6 0.013 2.906 -4.181
H7 0.970 3.989 -5.196
H8 -1.385 3.297 -7.431
C4 -0.479 0.335 5.104
C5 -1.087 0.108 6.460
C6 -1.212 -1.372 6.813
O2 -0.326 0.776 7.477
H9 -0.112 1.351 4.966
H10 -1.178 0.140 4.291
H11 0.404 -0.293 4.943
H12 -2.096 0.533 6.507
H13 -1.593 -1.458 7.829
H14 -0.239 -1.863 6.765
H15 -1.900 -1.807 6.083
H16 -0.879 1.364 7.992
C7 -0.244 0.043 0.925
C8 0.058 1.415 0.330
C9 0.824 1.324 -0.983
O3 -1.164 2.117 0.090
H17 -0.783 0.085 1.875
H18 0.670 -0.535 1.077
H19 -0.903 -0.483 0.226
H20 0.620 1.976 1.078
H21 0.141 1.232 -1.831
H22 1.525 0.489 -1.059
H23 1.364 2.258 -1.154
H24 -1.698 1.629 -0.561
C10 -2.847 4.872 1.616
C11 -1.513 4.616 2.366
C12 -1.588 3.311 3.158
O4 -0.489 4.513 1.404
H25 -2.893 4.176 0.777
H26 -2.830 5.887 1.219
H27 -3.732 4.729 2.240
H28 -1.332 5.450 3.047
H29 -1.723 2.516 2.418
H30 -2.425 3.225 3.856
H31 -0.655 3.137 3.694
H32 -0.684 3.728 0.862
C13 2.538 -0.782 -6.219
C14 2.592 -1.490 -4.870
C15 1.711 -0.722 -3.888
O5 2.184 -2.827 -5.023
H33 2.918 0.240 -6.151
H34 1.489 -0.749 -6.521
H35 3.132 -1.265 -6.996
H36 3.630 -1.439 -4.500
H37 1.641 -1.267 -2.943
H38 0.676 -0.600 -4.216
H39 2.178 0.241 -3.669
H40 1.995 -3.193 -4.137
C16 1.143 -3.388 5.075
C17 0.062 -3.064 4.050
C18 0.642 -3.071 2.643
O6 -0.939 -4.080 4.098
H41 2.027 -2.750 4.991
H42 1.455 -4.427 4.944
H43 0.798 -3.313 6.111
H44 -0.349 -2.071 4.275
H45 -0.087 -2.649 1.954
H46 0.922 -4.087 2.363
H47 1.557 -2.475 2.634
H48 -1.402 -4.004 4.939
C19 2.595 1.158 3.481
C20 2.972 -0.276 3.134
C21 3.751 -0.427 1.844
O7 3.811 -0.803 4.179
H49 1.920 1.562 2.723
H50 3.471 1.797 3.588
H51 2.079 1.154 4.441
H52 2.042 -0.853 3.054
H53 3.856 -1.479 1.586
H54 4.704 0.104 1.874
H55 3.216 0.082 1.033
H56 3.280 -0.781 4.984
C22 -4.717 0.326 5.309
C23 -4.974 0.037 3.816
C24 -3.668 -0.114 3.052
O8 -5.629 -1.224 3.729
H57 -5.620 0.361 5.923
H58 -4.220 1.294 5.432
H59 -4.076 -0.440 5.750
H60 -5.613 0.833 3.418
H61 -3.115 -0.990 3.394
H62 -3.010 0.752 3.055
H63 -3.952 -0.330 2.017
H64 -6.523 -1.151 4.074
C25 6.024 -2.202 -1.797
C26 4.900 -2.825 -1.001
C27 3.735 -1.880 -0.819
O9 4.441 -3.983 -1.735
H65 6.280 -1.198 -1.439
H66 5.770 -2.097 -2.852
H67 6.971 -2.743 -1.705
H68 5.233 -3.119 0.002
H69 4.044 -1.005 -0.247
H70 2.914 -2.341 -0.269
H71 3.426 -1.541 -1.810
H72 5.215 -4.491 -1.993
C28 -3.380 -1.430 -2.664
C29 -2.790 -0.045 -2.970
C30 -3.493 0.616 -4.142
O10 -2.927 0.766 -1.787
H73 -3.161 -2.094 -3.509
H74 -4.461 -1.413 -2.521
H75 -2.909 -1.896 -1.799
H76 -1.738 -0.254 -3.180
H77 -4.353 1.197 -3.805
H78 -3.894 -0.154 -4.806
H79 -2.848 1.290 -4.704
H80 -3.886 0.856 -1.657
C31 -5.140 2.156 0.484
C32 -6.264 1.237 0.069
C33 -7.570 1.981 -0.037
O11 -5.897 0.754 -1.258
H81 -4.169 1.685 0.646
H82 -5.374 2.571 1.472
H83 -5.045 2.977 -0.228
H84 -6.277 0.376 0.748
H85 -8.406 1.381 -0.395
H86 -7.453 2.891 -0.631
H87 -7.832 2.416 0.936
H88 -6.721 0.497 -1.687
C34 1.332 -5.363 -0.494
C35 0.665 -4.460 -1.526
C36 -0.125 -3.324 -0.929
O12 1.637 -3.927 -2.444
H89 0.515 -5.697 0.152
H90 2.095 -4.857 0.101
H91 1.803 -6.234 -0.947
H92 0.024 -5.105 -2.136
H93 0.542 -2.636 -0.405
H94 -0.874 -3.685 -0.220
H95 -0.660 -2.752 -1.687
H96 2.528 -4.004 -2.059
C37 5.976 1.657 -3.803
C38 4.692 2.007 -3.083
C39 4.783 1.838 -1.575
O13 4.287 3.339 -3.393
H97 6.179 0.588 -3.703
H98 6.811 2.248 -3.427
H99 5.846 1.833 -4.873
H100 3.909 1.319 -3.408
H101 5.615 2.359 -1.093
H102 4.753 0.808 -1.219
H103 3.884 2.278 -1.128
H104 4.684 3.920 -2.736

The energy relative to the best compared isomer or geometry (same formula, charge and spin) comes out at 27.2 kcal/mol. The value obtained for the gap between HOMO and LUMO is 9.96 eV. For the max |F|, the calculation gives 1.70 eV/Å. The electronic energy comes out at -68746.996 eV.

ORCA calculation (ωB97M-V/def2-TZVPD) on a cluster of 12 separate species, C40H72Br2Cl22NO2 in total.

Positions of all 139 atoms, in Å:
C1 7.658 -2.222 4.205
C2 6.783 -2.499 2.848
N1 7.025 -1.356 1.916
C3 8.401 -1.199 1.444
C4 8.877 -0.075 0.506
C5 7.832 0.970 0.035
C6 8.289 2.169 -0.897
Br1 8.498 2.027 -2.854
C7 8.572 3.447 -0.309
C8 8.475 3.726 1.281
Br2 9.160 5.002 -1.421
C9 6.352 0.798 0.549
C10 5.315 1.917 0.072
O1 4.875 1.734 -1.314
C11 4.470 0.361 -1.554
C12 5.999 -0.402 1.499
C13 4.484 -0.537 2.035
C14 3.731 -1.857 1.516
C15 2.115 -1.650 1.447
C16 1.541 -0.761 2.660
C17 1.191 0.764 2.180
O2 -0.179 1.131 2.427
C18 -0.852 1.387 1.163
H1 8.586 -2.886 4.246
H2 6.994 -2.503 5.096
H3 7.882 -1.102 4.231
H4 5.705 -2.614 3.193
H5 7.193 -3.437 2.341
H6 9.181 -1.954 1.805
H7 9.969 0.014 0.190
H8 9.355 3.177 1.786
H9 7.473 3.385 1.712
H10 8.650 4.844 1.518
H11 4.433 2.090 0.776
H12 5.906 2.912 0.054
H13 3.887 -0.068 -0.669
H14 3.733 0.396 -2.446
H15 5.346 -0.310 -1.892
H16 3.846 0.360 1.740
H17 4.498 -0.552 3.193
H18 4.088 -2.202 0.469
H19 3.886 -2.781 2.193
H20 1.673 -2.711 1.588
H21 1.831 -1.236 0.410
H22 2.243 -0.759 3.581
H23 0.534 -1.187 3.052
H24 1.486 0.789 1.059
H25 1.919 1.506 2.697
H26 -1.216 0.375 0.767
H27 -0.211 1.963 0.403
H28 -1.773 2.031 1.366
Cl1 -3.867 0.852 -0.455
C19 -4.266 -0.810 -0.954
C20 -3.520 -1.846 -0.137
Cl2 -1.769 -1.843 -0.480
H29 -4.048 -0.905 -2.019
H30 -5.340 -0.932 -0.815
H31 -3.888 -2.844 -0.380
H32 -3.655 -1.685 0.935
Cl3 -1.931 0.246 -3.083
C21 -1.906 1.287 -4.529
C22 -2.444 2.675 -4.243
Cl4 -4.195 2.660 -3.914
H33 -2.477 0.789 -5.315
H34 -0.866 1.353 -4.854
H35 -2.291 3.318 -5.111
H36 -1.943 3.132 -3.388
Cl5 -0.860 -5.112 1.193
C23 -1.099 -5.767 -0.446
C24 0.093 -6.575 -0.917
Cl6 1.525 -5.554 -1.209
H37 -1.309 -4.931 -1.117
H38 -1.986 -6.402 -0.406
H39 -0.143 -7.066 -1.863
H40 0.368 -7.345 -0.193
Cl7 -0.180 -1.783 5.696
C25 0.068 -0.395 6.785
C26 1.260 0.447 6.377
Cl8 2.806 -0.407 6.629
H41 0.174 -0.777 7.802
H42 -0.842 0.207 6.741
H43 1.298 1.354 6.984
H44 1.204 0.742 5.327
Cl9 -4.967 3.115 -8.209
C27 -5.611 4.585 -7.435
C28 -6.659 4.269 -6.386
Cl10 -8.159 3.631 -7.106
H45 -6.009 5.233 -8.219
H46 -4.764 5.095 -6.971
H47 -6.930 5.179 -5.847
H48 -6.295 3.539 -5.660
Cl11 -0.643 -3.183 9.490
C29 -0.152 -4.730 8.756
C30 1.326 -5.008 8.942
Cl12 2.345 -3.894 7.996
H49 -0.427 -4.705 7.699
H50 -0.740 -5.511 9.242
H51 1.559 -6.018 8.599
H52 1.621 -4.929 9.990
Cl13 -5.224 7.351 -9.764
C31 -5.462 6.695 -11.403
C32 -4.268 5.889 -11.876
Cl14 -2.840 6.913 -12.169
H53 -5.675 7.529 -12.074
H54 -6.347 6.056 -11.363
H55 -4.504 5.398 -12.822
H56 -3.991 5.120 -11.152
Cl15 0.430 0.031 10.153
C33 2.146 -0.075 10.621
C34 2.349 -0.921 11.862
Cl16 1.690 -0.142 13.322
H57 2.522 0.940 10.761
H58 2.677 -0.522 9.777
H59 3.416 -1.071 12.038
H60 1.879 -1.901 11.761
Cl17 -9.986 -2.736 -2.447
C35 -8.665 -1.664 -2.970
C36 -7.343 -2.398 -3.083
Cl18 -6.712 -2.894 -1.491
H61 -8.604 -0.833 -2.266
H62 -8.950 -1.263 -3.945
H63 -6.593 -1.743 -3.531
H64 -7.431 -3.290 -3.705
Cl19 -15.654 -0.462 -2.253
C37 -15.150 -2.002 -2.992
C38 -13.668 -2.266 -2.808
Cl20 -12.662 -1.140 -3.752
H65 -15.425 -1.977 -4.048
H66 -15.729 -2.790 -2.508
H67 -13.426 -3.273 -3.155
H68 -13.373 -2.187 -1.760
Cl21 2.639 3.935 -4.938
C39 4.117 3.235 -4.232
C40 4.919 2.447 -5.249
Cl22 4.090 0.951 -5.746
H69 3.826 2.615 -3.383
H70 4.713 4.069 -3.855
H71 5.876 2.149 -4.815
H72 5.121 3.037 -6.145

The value obtained for the gap between HOMO and LUMO is 6.71 eV. For the max |F|, the calculation gives 4.22 eV/Å. The electronic energy comes out at -463800.224 eV. The total charge is +1.